C32H38IrN4O2P2 | ωB97M-V/def2-TZVPD

Positions of all 79 atoms, in Å:
H1 -1.53 -2.00 3.80
H2 0.75 -4.40 2.67
C1 2.30 -1.42 1.59
C2 -2.01 -0.89 1.87
H3 -2.28 -2.34 6.01
H4 1.79 -2.39 3.32
C3 -0.21 -4.75 6.38
C4 1.38 2.26 -2.06
C5 3.65 -1.72 1.85
C6 -3.98 0.30 2.55
N1 -3.17 0.82 -0.82
H5 5.65 -1.57 1.11
H6 -1.80 -1.01 -3.54
H7 5.14 -2.55 3.12
N2 -0.58 -0.95 1.77
H8 1.36 -6.43 3.91
N3 -0.58 -2.29 3.66
H9 2.28 3.84 0.45
H10 -0.75 -1.52 6.29
H11 -1.76 -3.85 1.65
H12 3.79 -1.85 4.00
H13 3.10 2.34 -5.53
H14 2.67 0.20 -1.34
H15 -1.35 -2.68 7.47
C7 -2.61 0.24 2.42
C8 0.83 -5.64 4.41
C9 1.22 1.20 -2.95
H16 2.84 2.15 0.60
C10 -1.27 -2.46 6.41
H17 -5.84 -0.70 2.20
C11 -0.49 3.65 -0.47
C12 4.24 -0.66 -0.22
C13 1.98 2.82 0.69
C14 0.50 -4.48 3.72
P1 0.24 -0.28 -2.46
H18 -0.90 3.84 0.52
H19 -1.31 3.42 -1.15
C15 -2.14 -3.20 0.85
C16 2.91 -0.36 -0.44
O1 -1.91 0.94 -0.95
H20 -0.76 -0.08 -4.65
H21 2.28 4.18 -1.76
C17 2.78 3.39 -3.68
H22 5.00 -0.36 -0.94
C18 0.07 -1.70 2.62
H23 2.13 -1.78 -2.67
H24 -1.30 -2.93 0.21
C19 2.61 2.33 -4.56
H25 1.63 2.79 1.72
C20 1.90 -0.73 0.44
C21 -0.18 -3.45 4.37
C22 -4.76 -0.76 2.12
H26 0.59 -2.59 -2.98
C23 1.17 -1.68 -3.17
H27 -0.50 -4.86 7.41
C24 1.82 1.25 -4.20
C25 -2.79 -1.98 1.44
H28 1.32 -1.57 -4.24
H29 0.05 4.52 -0.83
C26 4.61 -1.34 0.93
H30 -1.73 0.75 -3.41
C27 -1.15 -0.14 -3.63
H31 1.69 0.44 -4.90
C28 4.07 -2.43 3.11
H32 -4.78 -2.70 1.23
C29 0.47 -5.77 5.74
Ir1 -0.08 -0.08 -0.07
H33 -1.97 1.05 2.75
H34 3.41 4.22 -3.94
C30 -0.54 -3.57 5.71
H35 0.72 -6.67 6.29
C31 -4.17 -1.88 1.56
O2 -3.89 1.46 -0.10
H36 -2.86 -3.77 0.27
C32 2.15 3.35 -2.44
N4 1.39 -1.86 2.56
H37 3.62 -3.42 3.19
H38 -4.44 1.18 2.97
P2 0.64 2.22 -0.39

Properties
orbital gap = 5.671 eV
charge = +1
ΔE to the lowest compared entry with this formula, charge and spin = 1.720 eV
molecular weight = 764.85 g/mol